# 1
18
Properties=species:S:1:pos:R:3:forces:R:3 method="wB97M-V/def2-TZVPD" molar_mass_g_mol=105.14 relative_energy_ev=4.009 lumo_energy_ha=0.03129 homo_energy_ev=-8.88 gap_ha=0.3575 charge=0
C 0.8865 1.9443 -1.4480 -2.2 -3.0 -2.0
N -0.2305 1.0808 -0.8059 1.5 0.2 -1.9
C 0.3909 0.0235 0.0353 -4.6 -2.5 -2.1
C -0.3937 0.0888 1.3764 3.4 0.7 0.8
O 0.7177 -0.2492 2.3411 -1.6 0.8 0.5
C -0.0128 -1.4009 -0.5150 0.0 -0.5 -0.7
O -1.3742 -1.6216 -0.9286 -0.8 2.2 -0.4
H 0.3439 2.8157 -1.6224 -0.1 1.8 -1.0
H 1.3690 1.4734 -2.3621 -1.3 0.5 0.3
H 1.7901 2.1178 -0.9660 0.9 0.3 2.4
H -0.9987 0.7452 -1.5578 2.9 0.7 2.0
H 1.4673 -0.1468 -0.0091 0.0 1.3 0.8
H -1.2584 -0.6325 1.4712 1.1 0.8 0.0
H -0.6797 1.1565 1.4533 -0.2 -0.8 0.5
H 0.9416 0.5606 2.8490 -0.4 -0.8 -0.5
H -0.0814 -2.0191 0.3602 1.8 -0.9 0.4
H 0.6358 -1.7505 -1.3868 -0.7 0.3 1.4
H -1.8888 -0.8543 -0.5804 0.2 -1.0 -0.5

=====

# 2
13
Properties=species:S:1:pos:R:3:forces:R:3 method="wB97M-V/def2-TZVPD" molar_mass_g_mol=81.12 relative_energy_ev=3.669 lumo_energy_ha=0.03800 homo_energy_ev=-9.19 gap_ha=0.3757 charge=0
H -2.3010 -1.6215 -0.4918 0.0 -0.3 0.1
N -2.4716 -0.6577 -0.2151 0.8 0.6 -0.4
C -1.3691 -0.0420 -0.1348 0.2 0.6 1.5
C -0.7424 1.3103 0.2533 -1.7 -0.5 -1.0
C 0.0785 0.0330 -0.0263 0.7 0.9 -1.4
C 1.2580 -0.5121 0.6972 -0.7 0.5 0.7
C 1.3437 -0.3204 -0.8615 -0.8 3.1 4.8
H -0.9690 2.0994 -0.4760 0.8 -0.5 -0.3
H -0.9729 1.7687 1.2236 0.6 -0.9 0.1
H 1.1164 -1.5010 1.1266 0.3 -0.1 -0.3
H 1.6159 0.2269 1.4829 0.1 -0.9 -1.5
H 2.0564 0.3866 -1.2068 0.1 0.9 -0.2
H 1.3570 -1.1700 -1.3713 -0.4 -3.6 -2.1

=====

# 3
12
Properties=species:S:1:pos:R:3:forces:R:3 method="wB97M-V/def2-TZVPD" molar_mass_g_mol=175.91 spin_multiplicity=2 relative_energy_ev=4.089 lumo_energy_ha="-0.02784 / -0.02777" homo_energy_ev="-5.33 / -5.33" gap_ha="0.1681 / 0.1681" charge=0
H 1.8322 -0.8102 1.5135 -0.3 -0.1 -0.1
C 0.9992 -0.9183 0.7908 0.6 0.4 -0.4
C 0.9125 0.3691 0.0439 1.1 0.3 -0.2
O -0.2792 0.6509 -0.4962 -2.5 2.3 -3.3
Cu -1.8594 -0.3546 0.7371 0.5 -0.3 0.2
O -0.2075 -1.2435 1.3972 -0.2 -0.3 0.3
H 1.3240 -1.7055 0.0744 -0.1 0.0 0.2
H 1.7910 0.8571 -0.3912 -0.4 -0.1 0.1
Mg -0.5560 -2.6695 2.7355 -0.4 0.1 -0.1
C -0.4189 1.6363 -1.7515 1.2 -1.4 2.1
O -1.6827 1.7459 -2.0007 0.1 -0.8 1.3
H -1.8551 2.4423 -2.6527 0.4 -0.1 -0.1

=====

# 4
129
Properties=species:S:1:pos:R:3:forces:R:3 method="wB97M-V/def2-TZVPD" molar_mass_g_mol=720.00 relative_energy_ev=6.865 lumo_energy_ha=0.01491 homo_energy_ev=-8.25 gap_ha=0.3182 charge=0
C 2.5337 -25.2447 -9.7495 -0.3 -1.6 -0.1
O 3.2223 -24.0735 -9.8553 0.5 1.6 0.5
C 3.5886 -23.4546 -8.6483 0.7 1.1 -0.7
C 4.1446 -22.0907 -9.0649 -0.5 1.3 1.2
N 3.1446 -21.0643 -9.3565 -1.6 0.3 -0.3
C 3.5794 -19.9169 -10.1331 -0.1 0.7 1.3
C 2.8729 -18.5488 -9.7337 0.9 -1.7 -0.6
O 1.7568 -18.3986 -10.5831 -1.4 0.2 0.5
C 0.7522 -17.4886 -10.0838 0.4 0.2 -2.0
H 3.1865 -25.9508 -10.2628 -0.6 -0.8 0.0
H 1.5394 -25.1764 -10.1909 0.0 0.0 -0.4
H 2.3451 -25.5804 -8.7298 0.3 0.0 0.3
H 4.3658 -23.9305 -8.0503 0.6 -0.7 -0.6
H 2.7820 -23.4566 -7.9151 -0.6 0.7 -0.3
H 4.9188 -22.0582 -9.8315 -0.1 -1.1 -0.4
H 4.6810 -21.6938 -8.2030 0.2 -0.1 0.4
H 2.2453 -21.3534 -9.7138 0.2 -0.8 0.1
H 3.4174 -19.9920 -11.2084 0.2 -0.3 -0.2
H 4.6382 -19.9358 -9.8746 0.3 1.0 -0.5
H 3.5809 -17.7523 -9.9630 0.1 0.3 0.4
H 2.5796 -18.5865 -8.6846 0.1 0.1 0.1
H -0.0816 -17.9092 -9.5217 0.7 -0.3 0.9
H 0.2037 -17.1315 -10.9555 0.2 -0.1 -0.5
H 1.2344 -16.5728 -9.7421 -0.2 -0.2 0.9
C -0.9412 -11.4575 -18.9365 0.0 0.6 -0.4
O -0.9331 -10.0445 -18.9641 0.4 1.0 0.4
C -2.1976 -9.4099 -19.2452 1.1 -0.4 -0.7
C -2.4856 -8.3190 -18.2607 0.2 -1.0 1.1
N -2.2491 -8.8699 -16.9368 -1.8 0.3 1.0
C -2.6496 -7.9499 -15.8377 0.6 0.0 0.7
C -2.6699 -8.5565 -14.3849 0.8 0.1 -2.0
O -3.8408 -9.3093 -14.1796 -0.1 0.2 0.6
C -4.9456 -8.6100 -13.5954 -0.2 -0.6 -0.9
H -1.4104 -11.7099 -19.8875 -0.5 -1.1 0.4
H -1.3694 -11.7972 -17.9935 -0.7 -0.4 -0.3
H 0.0671 -11.8711 -18.9559 0.2 0.5 -0.1
H -2.9907 -10.1565 -19.2880 -0.1 0.0 0.1
H -2.0837 -8.9127 -20.2085 -0.2 -0.3 -0.4
H -3.5494 -8.1116 -18.3766 0.1 0.7 0.0
H -1.8097 -7.4795 -18.4233 -0.3 0.5 -0.4
H -1.3098 -9.2407 -16.9540 0.2 0.3 0.7
H -3.6473 -7.5278 -15.9579 -0.2 -0.4 -0.7
H -2.0170 -7.0622 -15.8407 0.4 0.3 0.2
H -2.4658 -7.8160 -13.6116 -0.4 0.3 0.0
H -1.7758 -9.1797 -14.4039 -0.3 -0.7 0.5
H -5.8268 -9.0800 -14.0320 -0.1 -0.2 0.2
H -5.0439 -7.5705 -13.9082 0.5 0.2 0.1
H -5.0011 -8.7133 -12.5117 0.3 0.1 0.1
C -5.6552 -6.1548 -30.1304 0.2 1.4 0.8
O -6.7459 -7.0661 -30.0293 0.5 1.0 0.1
C -6.5374 -7.7942 -28.8371 0.1 -2.9 0.4
C -7.8310 -8.3606 -28.1688 0.7 1.7 -0.9
N -7.6146 -9.4995 -27.2685 -0.1 0.1 -0.6
C -8.8321 -9.8305 -26.5073 -0.5 1.0 -0.4
C -8.6680 -11.0079 -25.5970 1.6 1.2 1.6
O -7.8900 -10.5867 -24.3437 -2.9 1.2 -5.0
C -7.3023 -11.6452 -23.7627 0.2 -0.5 1.7
H -5.5554 -5.4972 -30.9940 -0.9 -0.7 -0.7
H -4.6542 -6.5601 -29.9826 -0.1 -0.8 0.0
H -5.7772 -5.4254 -29.3296 0.1 0.1 0.4
H -5.9056 -7.3601 -28.0622 -0.1 0.7 -0.2
H -6.0041 -8.6825 -29.1756 0.5 -0.3 0.2
H -8.4147 -8.6702 -29.0358 -0.8 0.3 0.1
H -8.2113 -7.4683 -27.6714 -0.8 -0.4 0.2
H -7.6498 -10.2213 -27.9741 0.9 -0.7 0.2
H -9.6164 -10.0810 -27.2216 -0.4 -0.2 -0.2
H -9.2093 -8.9194 -26.0429 0.2 -0.1 0.5
H -8.0843 -11.7241 -26.1755 0.3 -0.4 0.4
H -9.6203 -11.4636 -25.3257 0.0 0.1 0.3
H -6.6287 -12.2313 -24.3879 0.4 0.2 -0.1
H -8.0846 -12.3069 -23.3912 0.1 -0.5 0.5
H -6.8436 -11.0704 -22.9582 0.8 -1.3 0.6
C -10.9145 -18.7639 -18.8588 0.9 0.4 -0.7
O -10.7400 -19.5594 -20.0161 -0.4 -0.2 -0.4
C -9.8524 -20.6162 -19.8202 1.6 -0.8 -0.5
C -9.4637 -21.4055 -21.0994 -2.2 -0.2 -0.4
N -10.6741 -22.0419 -21.6440 0.5 -1.4 0.6
C -10.4933 -23.0493 -22.7233 -1.6 1.1 -1.2
C -11.6901 -23.9728 -22.9044 -1.5 0.6 -0.2
O -12.7077 -23.4797 -23.8123 0.4 -1.5 -1.2
C -13.4175 -22.3594 -23.4888 0.4 1.1 2.5
H -10.0059 -18.1904 -18.6753 0.3 0.2 -0.1
H -11.0288 -19.3396 -17.9403 -0.8 -0.2 -0.1
H -11.6742 -18.0314 -19.1313 -0.3 -0.3 0.6
H -10.2301 -21.3057 -19.0652 -0.2 -0.2 0.0
H -8.8797 -20.2587 -19.4823 0.2 0.4 0.5
H -8.7879 -22.2323 -20.8812 0.4 0.4 0.3
H -9.1089 -20.7682 -21.9095 0.9 0.4 0.4
H -11.3094 -21.2931 -21.8802 -0.2 -0.3 -0.4
H -9.6138 -23.6882 -22.8036 0.4 0.6 1.0
H -10.5816 -22.5486 -23.6875 0.8 0.4 -0.4
H -12.1999 -24.0978 -21.9491 0.2 -0.6 0.3
H -11.4459 -24.8782 -23.4599 0.4 -0.2 0.7
H -13.5329 -22.3276 -22.4054 -0.1 0.0 0.7
H -14.4644 -22.2973 -23.7859 0.4 -0.2 -1.1
H -12.7937 -21.4813 -23.6558 -0.5 0.6 -0.7
C -4.5065 0.4364 -22.1294 0.2 -0.4 1.2
O -5.6572 -0.1608 -21.4350 0.0 0.7 -1.7
C -5.4148 -1.1713 -20.4662 1.2 1.2 1.3
C -6.7165 -1.7687 -19.8040 1.3 -0.6 -1.8
N -7.5126 -2.4525 -20.8412 -1.8 0.2 0.2
C -8.9126 -2.7757 -20.3915 2.1 -0.1 0.0
C -8.8505 -3.6267 -19.1382 -1.4 0.2 0.8
O -8.2140 -4.8915 -19.3328 -0.3 1.3 -1.4
C -8.4382 -5.7692 -18.3086 0.7 -1.1 1.9
H -4.5773 0.8723 -23.1260 -1.7 -0.5 -0.3
H -3.6807 -0.2571 -22.2881 0.0 -0.4 0.6
H -4.1389 1.3193 -21.6066 0.1 -0.2 0.8
H -4.8321 -0.7167 -19.6650 -0.5 0.7 1.0
H -4.5322 -1.7419 -20.7555 -0.8 -1.6 -0.9
H -7.2189 -0.9757 -19.2501 -0.5 0.3 -0.8
H -6.4954 -2.4523 -18.9843 0.9 -0.2 0.0
H -7.1815 -3.3805 -21.0631 1.0 0.1 0.1
H -9.4142 -3.3842 -21.1440 0.0 0.3 -0.3
H -9.4002 -1.8102 -20.2565 -0.4 -0.3 0.3
H -9.8702 -3.7462 -18.7720 -0.5 -0.6 -0.2
H -8.4441 -3.0633 -18.2982 0.8 -0.1 0.1
H -8.1485 -5.3235 -17.3570 -0.2 0.3 0.4
H -7.7826 -6.6389 -18.3519 0.3 0.1 -0.7
H -9.4228 -6.2156 -18.1693 -0.6 0.5 -0.5
O -4.8525 -12.8926 -15.3465 0.0 -0.3 -0.1
H -5.2922 -12.6265 -14.5390 -0.1 0.1 0.2
H -4.5831 -12.0701 -15.7553 0.2 0.3 -0.1
O -8.9155 -13.7194 -9.5247 0.0 0.2 0.1
H -9.7145 -14.2464 -9.5143 -0.2 -0.1 0.0
H -8.2705 -14.2701 -9.9684 0.2 -0.1 -0.1
O -3.5557 -17.2167 -17.7089 0.0 0.0 -0.2
H -3.8187 -16.5100 -17.1192 -0.1 0.3 0.1
H -3.2579 -17.9161 -17.1273 0.1 -0.2 0.1